Record 1
The following is a quantum chemistry calculation of a molecular structure, C37H30N10O2SSn in a non-equilibrium geometry, from the Open Molecules 2025 dataset.

Each line ends with the Mulliken charge.
Geometry (Å):
Sn  -0.41  0.25  -1.10  1.02
C  -3.96  -2.89  -0.85  -0.53
C  -2.96  -1.98  -1.19  -0.21
N  -2.10  -1.56  -0.28  0.45
C  -2.14  -2.07  0.96  -0.34
C  -3.11  -3.04  1.26  -0.33
N  -4.00  -3.38  0.37  -0.49
C  -1.11  -1.63  1.92  0.51
C  -1.19  -1.91  3.28  -0.48
C  -0.17  -1.47  4.14  0.32
C  0.90  -0.78  3.57  -0.47
C  0.92  -0.58  2.19  0.41
N  -0.08  -0.96  1.39  0.11
C  2.05  0.07  1.52  -0.67
C  3.35  0.10  2.07  -0.42
N  4.32  0.73  1.46  -0.52
C  4.11  1.30  0.30  -0.55
C  2.85  1.22  -0.30  -0.29
N  1.85  0.63  0.32  0.37
C  -0.23  -1.75  5.59  0.20
C  0.06  -0.74  6.52  -0.22
C  0.01  -1.05  7.88  -0.61
N  -0.30  -2.26  8.24  0.09
C  -0.58  -3.24  7.43  -0.51
C  -0.56  -3.02  6.06  -0.43
H  -4.72  -3.20  -1.55  0.43
H  -2.85  -1.59  -2.19  0.36
H  -3.17  -3.55  2.20  0.38
H  -2.04  -2.43  3.70  0.70
H  1.70  -0.40  4.18  0.77
H  3.60  -0.41  2.99  0.52
H  4.94  1.83  -0.15  0.45
H  2.65  1.66  -1.27  0.51
H  0.30  0.27  6.22  0.51
H  0.21  -0.32  8.65  0.44
H  -0.84  -4.20  7.86  0.43
H  -0.78  -3.84  5.39  0.57
O  2.10  5.34  4.79  -0.45
C  0.85  5.27  4.42  0.39
O  -0.07  5.66  5.06  -0.47
C  0.50  4.56  3.11  0.13
C  0.27  5.29  1.95  -0.91
C  -0.22  4.66  0.82  -0.01
C  -0.52  3.29  0.86  -0.82
C  -0.25  2.56  2.02  0.00
C  0.25  3.20  3.14  -0.60
N  -1.11  2.63  -0.22  0.20
C  -2.07  3.21  -0.86  -0.49
C  -2.70  2.67  -2.05  0.46
C  -3.72  3.39  -2.67  -0.83
C  -4.28  2.91  -3.84  -0.38
C  -3.78  1.73  -4.37  -0.90
C  -2.77  1.06  -3.68  -0.13
N  -2.25  1.50  -2.55  0.10
H  2.78  5.05  4.16  0.38
H  0.44  6.36  1.93  0.51
H  -0.37  5.22  -0.09  0.70
H  -0.51  1.52  2.05  0.62
H  0.41  2.64  4.05  0.57
H  -2.46  4.17  -0.52  0.66
H  -4.05  4.33  -2.24  0.44
H  -5.07  3.45  -4.34  0.49
H  -4.17  1.32  -5.29  0.42
H  -2.35  0.15  -4.09  0.54
C  2.22  -5.23  -6.44  -1.40
C  2.12  -3.84  -5.95  0.79
C  2.71  -2.75  -6.57  -0.69
C  2.56  -1.48  -6.01  0.87
N  1.85  -1.30  -4.88  -0.39
C  1.28  -2.33  -4.31  0.23
S  0.33  -2.14  -2.89  -0.19
N  1.40  -3.59  -4.82  0.02
C  3.17  -0.29  -6.63  -1.23
H  2.86  -5.28  -7.31  0.36
H  1.24  -5.62  -6.70  0.38
H  2.62  -5.89  -5.67  0.40
H  3.27  -2.89  -7.47  0.40
H  0.95  -4.37  -4.35  0.29
H  3.69  -0.54  -7.55  0.37
H  3.88  0.17  -5.94  0.33
H  2.41  0.46  -6.84  0.33

Properties
Net charge: +4
Kohn-Sham gap (alpha / beta): 3.820 / 3.981 eV
Lowest unoccupied orbital energy (alpha / beta): -13.501 / -13.325 eV

=====

Record 2
The following is a quantum chemistry calculation of a molecular structure, C37H31CoFN5O4S3 in a non-equilibrium geometry, from the Open Molecules 2025 dataset.

Each line ends with the Mulliken charge.
Geometry (Å):
Co  -0.10  0.45  -0.26  1.17
C  2.25  -3.02  1.55  -1.84
C  1.67  -1.66  1.23  0.78
N  0.64  -1.52  0.47  1.10
N  0.24  -2.71  -0.15  -1.22
C  -0.80  -2.59  -0.93  0.40
S  -1.81  -1.26  -1.24  -0.40
S  -1.23  -4.09  -1.81  -0.17
C  -1.05  -5.33  -0.48  -0.94
C  -2.18  -5.30  0.52  0.54
C  -3.39  -5.95  0.25  -0.50
C  -4.47  -5.84  1.11  -0.53
C  -4.37  -5.09  2.28  -0.44
C  -3.16  -4.46  2.58  -0.70
C  -2.08  -4.57  1.71  -0.03
C  2.38  -0.48  1.80  0.18
C  3.66  -0.69  2.36  -0.71
C  4.42  0.33  2.89  -0.97
C  3.90  1.63  2.90  -0.45
C  2.66  1.87  2.36  -0.56
C  1.87  0.85  1.78  0.81
O  0.70  1.17  1.31  -0.69
H  1.52  -3.79  1.38  0.20
H  2.59  -3.05  2.58  0.47
H  3.11  -3.24  0.90  0.37
H  -0.08  -5.17  -0.01  0.18
H  -1.04  -6.28  -1.02  0.53
H  -3.48  -6.53  -0.66  0.36
H  -5.41  -6.33  0.87  0.36
H  -5.22  -4.98  2.94  0.37
H  -3.06  -3.89  3.49  0.50
H  -1.14  -4.08  1.94  0.34
H  4.08  -1.69  2.34  0.31
H  5.41  0.13  3.29  0.39
H  4.47  2.44  3.33  0.39
H  2.24  2.87  2.34  0.43
C  3.08  4.00  -6.07  -1.69
C  3.84  4.13  -4.75  0.50
C  5.31  3.82  -4.96  -1.03
C  6.07  3.94  -3.65  -1.07
C  5.47  3.00  -2.63  1.16
C  6.23  2.44  -1.64  -0.94
C  5.65  1.56  -0.73  0.03
F  6.44  1.04  0.23  -0.37
C  4.34  1.20  -0.80  -0.94
C  3.55  1.76  -1.80  0.41
C  2.13  1.39  -1.89  1.34
O  1.71  0.46  -1.22  -0.81
C  1.33  2.17  -2.80  0.01
C  1.96  3.02  -3.64  -0.43
N  3.29  3.22  -3.71  0.24
C  4.11  2.66  -2.72  -0.44
C  -0.20  2.15  -2.86  -0.13
O  -0.70  2.73  -3.84  -0.85
O  -0.78  1.58  -1.90  -0.53
H  3.66  4.46  -6.86  0.42
H  2.11  4.49  -6.04  0.49
H  2.92  2.94  -6.31  0.38
H  3.76  5.15  -4.39  0.10
H  5.71  4.50  -5.71  0.40
H  5.40  2.80  -5.34  0.32
H  6.01  4.97  -3.29  0.32
H  7.13  3.71  -3.79  0.43
H  7.28  2.69  -1.55  0.48
H  3.90  0.50  -0.09  0.64
H  1.34  3.57  -4.34  0.55
N  -2.09  -1.00  1.94  -0.20
C  -2.53  0.23  1.58  0.40
N  -1.86  1.05  0.83  0.61
C  -2.52  2.29  0.73  -0.49
C  -2.05  3.41  0.04  -0.30
C  -2.83  4.56  0.01  -0.77
C  -4.06  4.61  0.68  -0.44
C  -4.52  3.52  1.39  -0.49
C  -3.74  2.37  1.40  0.76
S  -4.05  0.85  2.19  -0.40
H  -1.30  -1.32  1.39  -0.33
H  -2.78  -1.70  2.13  0.33
H  -1.11  3.35  -0.48  0.24
H  -2.49  5.42  -0.54  0.38
H  -4.66  5.52  0.63  0.35
H  -5.47  3.55  1.92  0.36

Properties
Net charge: -1
ΔE to the lowest compared entry with this formula, charge and spin: 142.06 kJ/mol
Expectation value of S²: 0.7694
2S+1: 2
Kohn-Sham gap (alpha / beta): 6.613 / 6.577 eV
Lowest unoccupied orbital energy (alpha / beta): 2.213 / 2.213 eV

=====

Record 3
The following is a quantum chemistry calculation of a molecular structure, C37H32F3InO3P2S in a non-equilibrium geometry, from the Open Molecules 2025 dataset.

Each line ends with the Mulliken charge.
Geometry (Å):
C  0.60  -1.38  -4.13  0.01
C  -0.40  -1.89  -3.29  0.17
C  -1.73  -1.91  -3.75  -0.79
C  -2.02  -1.56  -5.07  -0.64
C  -0.98  -1.22  -5.95  -0.54
C  0.32  -1.08  -5.46  -0.93
P  -0.06  -2.30  -1.53  1.01
C  -1.37  -3.47  -0.95  0.40
C  -2.44  -3.00  -0.14  -0.25
C  -3.53  -3.83  0.15  -0.74
C  -3.54  -5.15  -0.29  -0.46
C  -2.46  -5.66  -1.01  -0.67
C  -1.37  -4.83  -1.30  -0.25
In  0.10  0.03  -0.50  1.78
P  0.15  2.26  -1.70  1.05
C  -1.30  2.19  -2.79  0.67
C  -1.20  2.52  -4.15  -1.19
C  -2.26  2.26  -5.01  -0.59
C  -3.48  1.81  -4.50  -0.59
C  -3.62  1.54  -3.15  -0.87
C  -2.53  1.70  -2.29  -0.48
C  -0.14  3.59  -0.51  0.44
C  0.71  3.66  0.61  -0.71
C  0.50  4.60  1.61  -0.79
C  -0.57  5.51  1.51  -0.46
C  -1.46  5.41  0.42  -0.65
C  -1.27  4.42  -0.55  -0.49
C  1.75  2.49  -2.50  0.18
C  2.77  1.54  -2.27  -0.29
C  3.99  1.62  -2.94  -0.89
C  4.23  2.69  -3.81  -0.52
C  3.26  3.69  -3.97  -0.75
C  2.03  3.60  -3.31  0.05
C  1.58  -3.12  -1.50  0.16
C  2.09  -3.81  -2.62  -0.04
C  3.38  -4.36  -2.61  -0.84
C  4.15  -4.30  -1.44  -0.53
C  3.65  -3.65  -0.30  -0.74
C  2.37  -3.09  -0.33  -0.18
H  1.54  2.97  0.71  0.60
H  1.15  4.62  2.48  0.45
H  -0.73  6.27  2.27  0.41
H  -2.31  6.09  0.34  0.42
H  -2.01  4.29  -1.35  0.39
H  -0.27  2.99  -4.49  0.71
H  -2.13  2.41  -6.08  0.50
H  -4.32  1.66  -5.17  0.45
H  -4.57  1.18  -2.75  0.45
H  -2.61  1.44  -1.23  0.66
H  2.61  0.72  -1.57  0.35
H  4.75  0.85  -2.80  0.47
H  5.18  2.76  -4.35  0.43
H  3.46  4.55  -4.63  0.42
H  1.29  4.39  -3.42  0.52
H  1.45  -3.96  -3.50  0.50
H  3.77  -4.85  -3.50  0.44
H  5.13  -4.77  -1.41  0.43
H  4.25  -3.62  0.61  0.46
H  1.96  -2.67  0.58  0.28
H  -2.41  -1.99  0.28  0.34
H  -4.39  -3.44  0.71  0.42
H  -4.39  -5.80  -0.06  0.41
H  -2.45  -6.70  -1.34  0.43
H  -0.50  -5.24  -1.82  0.39
H  -2.51  -2.24  -3.07  0.42
H  -3.05  -1.57  -5.42  0.49
H  -1.21  -1.03  -6.99  0.44
H  1.15  -0.76  -6.08  0.48
H  1.64  -1.26  -3.78  0.42
H  0.66  1.53  -5.12  0.17
H  1.33  1.64  -4.82  -0.07
F  -0.31  -1.19  4.21  -0.19
C  0.46  -1.19  3.12  0.57
F  1.74  -1.51  3.47  -0.20
F  -0.01  -2.13  2.25  -0.15
S  0.62  0.46  2.25  1.06
O  -0.66  0.77  1.58  -0.65
O  1.10  1.39  3.22  -0.48
O  1.58  0.05  1.16  -0.69

Properties
Net charge: +2
ΔE to the lowest compared entry with this formula, charge and spin: 34.09 kJ/mol
Kohn-Sham gap: 7.575 eV
Lowest unoccupied orbital energy: -6.834 eV